# 1
Formula: C22H43F9N3O6P2S2
Source: the OMol25 dataset
Level of theory: wB97M-V/def2-TZVPD

```
87
Properties=species:S:1:pos:R:3:forces:R:3
N 10.529 -1.289 -1.875 -1.3 0.6 0.8
C 9.759 -0.004 -1.997 1.9 0.6 0.2
N 9.634 0.422 -3.405 -0.6 -0.5 1.2
N 10.633 1.034 -1.329 -2.0 -0.4 0.0
C 8.373 -0.030 -1.157 0.6 -0.2 0.7
P 6.844 -0.490 -2.161 1.6 -0.3 1.4
P 5.838 -2.128 -1.068 -1.3 -3.7 0.0
S 5.076 -3.476 -2.270 0.4 1.1 0.3
S 5.652 1.286 -2.411 3.3 7.4 -3.1
O 5.616 1.605 -3.869 -1.0 -2.3 3.1
O 6.429 2.404 -1.743 -2.2 -3.9 -0.2
C 3.992 1.242 -1.568 -2.5 1.7 2.1
F 4.125 0.787 -0.231 0.1 0.7 -3.6
F 3.575 2.588 -1.455 1.4 -2.9 -0.7
C 2.831 0.485 -2.353 -1.4 -1.3 -0.6
F 2.989 -0.896 -2.139 0.2 2.2 -0.3
F 2.813 0.704 -3.727 0.7 -0.2 2.8
C 1.349 0.876 -1.821 -0.6 1.1 -0.5
F 0.965 2.021 -2.558 0.8 -2.2 2.0
F 1.307 1.110 -0.446 0.3 -0.3 -2.6
C 0.251 -0.241 -2.161 -2.5 -0.2 -0.4
F 0.304 -1.330 -1.297 0.3 2.2 -2.2
F 0.289 -0.610 -3.513 0.4 0.4 3.2
F -1.006 0.365 -1.973 2.8 -1.2 -0.2
H 9.961 -1.996 -1.388 0.3 0.3 -0.5
H 11.320 -1.118 -1.229 -0.4 0.0 -0.9
H 9.066 -0.214 -3.971 0.6 0.4 0.1
H 9.353 1.403 -3.505 0.0 -0.6 0.0
H 10.090 1.910 -1.426 0.8 -0.2 0.1
H 10.597 0.827 -0.312 0.3 0.2 -0.7
H 8.499 -0.809 -0.322 -0.6 1.0 -1.2
H 8.284 0.975 -0.616 -0.5 -1.3 -1.1
H 7.127 -1.004 -3.469 -0.3 0.4 0.6
H 6.909 -2.801 -0.357 -0.3 1.3 -0.2
H 4.930 -1.664 -0.061 0.7 0.5 -0.3
C -3.577 -0.647 -0.205 0.4 -0.2 0.0
C -4.271 0.398 -1.053 -0.2 0.5 0.1
C -5.311 -0.429 -1.783 -0.1 -0.2 -0.2
O -5.666 -1.511 -0.912 0.4 0.3 0.0
C -4.727 -1.561 0.170 -0.3 -0.1 0.2
H -3.059 -0.235 0.663 -0.1 0.0 0.0
H -2.848 -1.193 -0.813 0.0 0.0 0.1
H -4.763 1.132 -0.407 0.0 0.0 -0.1
H -3.600 0.932 -1.728 -0.1 -0.1 0.0
H -4.903 -0.859 -2.704 0.0 0.1 -0.1
H -6.204 0.148 -2.035 0.0 -0.1 0.0
H -5.237 -1.206 1.073 0.1 0.0 0.1
H -4.408 -2.593 0.333 -0.1 0.0 -0.1
C -9.263 -3.848 0.418 -0.2 -0.2 -0.2
C -8.146 -2.881 0.084 0.3 -0.1 0.0
C -8.842 -1.541 0.209 -0.2 0.2 -0.1
O -9.866 -1.696 1.203 0.1 -0.2 -0.1
C -10.024 -3.091 1.490 -0.1 0.1 0.3
H -8.913 -4.825 0.754 0.0 0.1 0.0
H -9.900 -3.995 -0.460 0.0 0.0 0.1
H -7.351 -2.960 0.833 0.0 0.0 -0.1
H -7.705 -3.041 -0.899 0.0 0.1 0.1
H -9.328 -1.256 -0.731 0.1 0.0 -0.1
H -8.161 -0.740 0.506 -0.1 0.0 0.0
H -9.602 -3.279 2.484 0.0 -0.1 0.0
H -11.086 -3.345 1.510 0.0 0.1 0.0
C 2.702 -0.450 4.105 0.3 0.2 0.3
C 2.142 -0.197 2.722 -0.5 0.0 -0.2
C 3.222 -0.783 1.834 0.3 -0.2 0.2
O 3.824 -1.858 2.564 -0.1 0.2 -0.2
C 3.381 -1.794 3.929 -0.1 -0.4 0.2
H 1.946 -0.455 4.891 0.1 0.0 -0.1
H 3.446 0.315 4.351 -0.1 0.0 0.0
H 1.209 -0.753 2.592 0.1 0.1 0.0
H 1.944 0.856 2.513 0.0 -0.1 0.0
H 4.002 -0.048 1.620 -0.1 0.0 0.2
H 2.827 -1.160 0.885 0.0 -0.1 0.0
H 2.679 -2.618 4.093 0.0 0.0 0.1
H 4.234 -1.926 4.599 0.0 0.0 -0.1
C -5.530 4.771 2.657 -0.2 0.0 0.4
C -4.155 4.717 2.029 0.2 0.3 -0.3
C -4.017 3.244 1.697 0.0 -0.3 0.1
O -5.338 2.753 1.428 0.2 0.3 0.1
C -6.290 3.746 1.838 -0.3 -0.1 -0.3
H -5.987 5.761 2.629 0.0 -0.1 0.0
H -5.475 4.448 3.701 0.0 0.0 -0.1
H -4.143 5.310 1.109 0.0 0.0 0.1
H -3.359 5.083 2.681 0.0 0.0 0.0
H -3.617 2.680 2.547 0.1 0.0 0.0
H -3.377 3.067 0.830 -0.1 -0.1 0.0
H -6.715 4.196 0.934 -0.1 0.0 0.1
H -7.095 3.271 2.401 0.1 -0.1 -0.1
```
Forces are in eV/Å.

Properties
LUMO energy	-5.7362	eV
largest force on an atom	8.64	eV Å⁻¹
net charge	+1

Want to see where the charge sits? The Löwdin charges in e are: N 0.078; C -0.659; N 0.079; N 0.065; C -0.274; P 0.831; P 0.192; S 0.181; S 0.654; O -0.297; O -0.321; C -0.358; F 0.033; F 0.107; C -0.261; F 0.053; F 0.130; C -0.218; F 0.112; F 0.124; C -0.352; F 0.132; F 0.134; F 0.113; H 0.063; H 0.093; H 0.061; H 0.096; H 0.085; H 0.093; H 0.097; H 0.108; H 0.060; H -0.008; H -0.033; C -0.180; C -0.174; C -0.186; O -0.158; C -0.200; H 0.113; H 0.100; H 0.099; H 0.105; H 0.118; H 0.122; H 0.120; H 0.120; C -0.177; C -0.191; C -0.203; O -0.139; C -0.209; H 0.113; H 0.116; H 0.110; H 0.108; H 0.119; H 0.112; H 0.115; H 0.116; C -0.165; C -0.166; C -0.246; O -0.150; C -0.191; H 0.122; H 0.119; H 0.124; H 0.117; H 0.096; H 0.104; H 0.123; H 0.121; C -0.176; C -0.179; C -0.214; O -0.157; C -0.197; H 0.116; H 0.117; H 0.117; H 0.114; H 0.117; H 0.111; H 0.120; H 0.121



# 2
Formula: H14O7
Source: the OMol25 dataset
Level of theory: wB97M-V/def2-TZVPD

```
21
Properties=species:S:1:pos:R:3:forces:R:3
H -0.166 -0.303 -2.869 0.4 -0.5 -0.9
H -0.583 0.518 -1.727 -0.2 0.8 0.6
H 0.156 -1.095 -0.664 0.2 -0.3 -0.4
H 0.584 -1.602 0.707 0.4 -0.1 -1.1
H -2.091 0.895 -0.197 -0.3 0.2 0.3
H -2.349 -0.377 -0.970 -0.6 0.4 1.3
H -1.364 -1.664 2.296 -0.2 -0.3 0.3
H -1.461 -0.709 1.047 0.9 -0.6 1.3
H 1.539 0.592 0.897 1.9 -1.0 -1.3
H 0.473 0.430 1.908 -1.5 -1.9 1.6
H 3.576 -0.410 0.326 0.9 -0.6 0.6
H 2.355 -0.783 -0.596 0.8 1.2 1.1
H -0.450 2.786 -0.601 -0.2 1.2 -0.7
H -0.099 1.690 0.250 1.2 -1.2 1.8
O -0.660 -0.377 -2.064 -0.4 0.1 0.0
O 0.901 -1.543 -0.237 -0.6 -0.7 1.2
O -2.573 0.054 -0.095 0.5 -1.0 -1.3
O -0.813 -1.106 1.754 -1.1 0.9 -1.2
O 0.898 1.057 1.389 0.1 3.0 -0.2
O 2.944 -0.024 -0.253 -1.3 -0.2 -1.5
O -0.817 1.969 -0.302 -0.9 0.4 -1.4
```
Forces are in eV/Å.

Properties
LUMO energy	0.4299	eV
structure (SMILES)	O.O.O.O.O.O.O
largest force on an atom	3.02	eV Å⁻¹
net charge	0
ΔE to the lowest compared entry with this formula, charge and spin	0.905	eV

Want to see where the charge sits? The Löwdin charges in e are: H 0.070; H 0.027; H -0.003; H 0.049; H -0.005; H 0.064; H 0.056; H 0.066; H -0.015; H -0.003; H 0.022; H 0.043; H 0.069; H -0.016; O -0.033; O -0.095; O -0.077; O -0.095; O 0.005; O -0.094; O -0.034



# 3
Formula: C21H21F7O21
Source: the OMol25 dataset
Level of theory: wB97M-V/def2-TZVPD

```
70
Properties=species:S:1:pos:R:3:forces:R:3
C 4.275 -1.837 0.021 -0.4 0.3 0.3
C 5.214 -1.320 -1.036 0.2 -0.1 -0.1
O 4.563 -1.663 -2.244 -0.1 0.2 0.3
C 3.615 -2.599 -1.969 -0.1 -0.5 0.1
O 2.874 -3.071 -2.763 0.0 0.1 -0.2
O 3.620 -2.918 -0.650 0.0 0.4 0.0
F 6.386 -2.023 -0.978 0.1 0.1 -0.1
H 3.509 -1.099 0.287 0.1 0.1 -0.1
H 4.786 -2.131 0.933 0.1 -0.4 -0.2
H 5.427 -0.256 -1.011 0.0 0.0 -0.1
C 0.439 -0.452 -2.288 0.2 -0.6 0.7
C 0.389 -1.265 -1.003 0.0 -0.3 -1.1
O -0.912 -1.760 -0.991 -0.2 0.4 0.4
C -1.696 -0.844 -1.655 0.2 0.4 -0.1
O -2.874 -0.769 -1.575 0.0 -0.3 -0.1
O -0.918 -0.028 -2.393 -0.1 0.1 0.0
F 0.576 -0.381 0.040 0.0 -0.2 0.5
H 0.695 -1.080 -3.141 0.1 0.1 0.0
H 1.134 0.359 -2.094 -0.3 0.3 -0.6
H 1.094 -2.090 -0.939 0.0 0.0 0.2
C 4.284 2.384 -4.767 0.1 -0.8 0.0
C 5.366 1.480 -4.190 -0.4 0.7 0.0
O 4.996 1.489 -2.811 -0.3 -0.9 0.0
C 3.641 1.580 -2.757 0.7 1.4 -0.2
O 3.003 1.504 -1.758 -0.2 -0.7 0.1
O 3.169 1.946 -3.967 -0.3 0.1 0.2
F 6.600 2.002 -4.269 0.1 -0.1 -0.2
H 4.043 2.177 -5.804 0.1 0.1 -0.1
H 4.531 3.428 -4.582 -0.2 0.1 0.0
H 5.311 0.472 -4.602 0.4 -0.1 0.1
C -1.479 -0.434 2.698 0.3 -0.3 0.4
C -1.320 -0.761 4.186 0.4 0.7 -0.6
O -1.509 -2.132 4.228 -0.6 -0.1 0.1
C -2.382 -2.455 3.198 0.5 -0.1 0.4
O -3.047 -3.430 3.174 0.0 -0.1 -0.2
O -2.305 -1.514 2.251 -0.4 0.3 -0.3
F -2.291 -0.120 4.905 0.0 -0.2 0.1
H -0.522 -0.486 2.180 0.0 0.0 0.0
H -1.954 0.526 2.529 -0.2 -0.1 0.0
H -0.354 -0.492 4.603 0.0 -0.1 0.1
C -4.852 3.363 0.243 -0.3 -0.1 -0.7
C -4.398 1.918 0.065 -0.1 1.5 -1.1
O -4.219 1.494 1.355 0.0 -0.7 0.1
C -3.944 2.591 2.146 -0.1 -0.3 -0.1
O -3.465 2.486 3.219 0.0 0.3 0.2
O -4.306 3.711 1.504 0.2 0.2 0.2
F -3.165 1.949 -0.574 0.0 -0.1 0.2
H -5.933 3.507 0.250 0.0 -0.3 0.2
H -4.472 3.956 -0.589 0.4 0.2 0.4
H -5.051 1.368 -0.606 -0.1 -0.7 0.6
C 2.764 1.386 1.689 -0.7 -0.5 -0.1
C 4.074 1.103 2.383 0.8 0.3 -1.5
O 4.231 2.152 3.266 0.0 -0.5 0.4
C 3.381 3.170 2.922 -0.6 0.3 -0.5
O 3.359 4.239 3.417 0.2 0.0 0.2
O 2.550 2.768 1.924 0.3 -0.1 0.4
F 5.104 1.209 1.424 -0.2 0.0 0.1
H 1.946 0.792 2.111 0.0 0.2 0.2
H 2.762 1.179 0.620 0.3 0.2 0.0
H 4.233 0.104 2.772 -0.3 0.2 0.7
C -5.358 -1.735 0.016 -0.2 -0.2 0.5
C -5.667 -2.964 0.862 0.5 0.0 -0.4
O -6.713 -3.574 0.159 -0.2 0.0 0.1
C -7.308 -2.665 -0.669 0.1 0.2 0.1
O -8.297 -2.857 -1.289 -0.1 -0.1 0.0
O -6.592 -1.520 -0.673 0.0 -0.1 -0.3
F -6.077 -2.596 2.111 -0.3 0.0 0.0
H -4.545 -1.919 -0.683 -0.1 0.1 0.0
H -5.167 -0.880 0.659 0.2 0.0 -0.1
H -4.853 -3.674 0.969 0.0 0.0 0.1
```
Forces are in eV/Å.

Properties
LUMO energy	-0.1321	eV
structure (SMILES)	O=C1OC[C@@H](F)O1.O=C1OC[C@@H](F)O1.O=C1OC[C@@H](F)O1.O=C1OC[C@@H](F)O1.O=C1OC[C@@H](F)O1.O=C1OC[C@@H](F)O1.O=C1OC[C@@H](F)O1
largest force on an atom	1.89	eV Å⁻¹
net charge	0
ΔE to the lowest compared entry with this formula, charge and spin	0.208	eV

Want to see where the charge sits? The Löwdin charges in e are: C -0.050; C -0.290; O 0.128; C -0.553; O 0.183; O 0.078; F 0.074; H 0.123; H 0.148; H 0.154; C -0.041; C -0.289; O 0.141; C -0.516; O 0.175; O 0.098; F 0.044; H 0.147; H 0.112; H 0.155; C -0.025; C -0.303; O 0.115; C -0.543; O 0.161; O 0.078; F 0.099; H 0.143; H 0.149; H 0.177; C -0.035; C -0.318; O 0.129; C -0.529; O 0.192; O 0.078; F 0.071; H 0.114; H 0.121; H 0.165; C -0.055; C -0.311; O 0.118; C -0.530; O 0.195; O 0.102; F 0.041; H 0.142; H 0.143; H 0.170; C -0.085; C -0.280; O 0.147; C -0.525; O 0.204; O 0.094; F 0.014; H 0.130; H 0.104; H 0.164; C -0.052; C -0.303; O 0.134; C -0.546; O 0.181; O 0.073; F 0.066; H 0.116; H 0.126; H 0.162



no.,Kohn-Sham gap (eV),electronic energy (eV)
1,4.32,-104957.91743
2,11.15,-14560.55592
3,10.91,-84138.97524